C13H22N3OP2Pd | ωB97M-V/def2-TZVPD

Computed properties:
- F_max (eV Å⁻¹) = 0.5
- energy relative to the best compared isomer or geometry (same formula, charge and spin) (kcal/mol) = 0.00
- HOMO-LUMO gap (eV) = 5.91

ORCA input file:
```
! RIJCOSX wB97M-V def2-TZVPD def2/J DEFGRID3
* xyz -1 1
Pd 0.2719 -0.0458 0.6427
C 3.8224 -1.3553 -1.2603
P 2.5436 -0.4229 -0.2846
C 3.3779 -0.6005 1.3466
C 3.1381 1.2836 -0.7297
C 2.4471 2.3732 0.0880
P 0.6157 2.0972 0.1491
C 0.1342 3.6555 1.0054
C 0.2034 2.6006 -1.5773
H 4.8398 -1.0894 -0.9539
H 3.7082 -1.1462 -2.3255
H 3.6779 -2.4268 -1.1153
H 4.4073 -0.2264 1.3139
H 3.3919 -1.6587 1.6143
H 2.8066 -0.0815 2.1146
H 2.9300 1.4273 -1.7951
H 4.2267 1.3307 -0.6076
H 2.6763 3.3719 -0.3021
H 2.7995 2.3364 1.1234
H 0.4973 4.5505 0.4884
H 0.5411 3.6378 2.0178
H -0.9520 3.7031 1.0882
H 0.7198 3.5204 -1.8705
H -0.8715 2.7601 -1.6719
H 0.4693 1.7931 -2.2595
N -2.8831 -4.1978 0.8787
C -3.8903 -3.5334 0.2868
O -4.9981 -4.0183 0.0749
C -3.5820 -2.1152 -0.1009
C -4.5390 -1.1345 0.1041
C -4.2239 0.1774 -0.2003
C -2.9705 0.4499 -0.7277
N -2.0629 -0.4833 -0.9928
C -2.3653 -1.7403 -0.6683
H -3.1169 -5.1147 1.2213
H -2.1042 -3.7009 1.3287
H -5.5023 -1.4106 0.5138
H -4.9251 0.9826 -0.0237
H -2.6794 1.4720 -0.9424
H -1.5979 -2.4810 -0.8552
N -0.7177 -2.7770 2.1054
C -0.2642 -1.7626 1.7585
*
```

Which charges does natural (NBO) predict for the atoms? In e, they are: -0.101 -0.944 0.826 -0.954 -0.715 -0.724 0.895 -0.956 -0.957 0.196 0.217 0.226 0.191 0.235 0.249 0.213 0.202 0.201 0.222 0.195 0.229 0.228 0.198 0.222 0.238 -0.826 0.657 -0.662 -0.175 -0.139 -0.274 0.050 -0.425 0.077 0.384 0.453 0.224 0.206 0.180 0.213 -0.718 -0.057